{"formula": "C5H12N2O", "method": "the ωB97M-V functional and the def2-TZVPD basis", "smiles": "[H]/N=C(\\C)C(C)(C)NO", "charge": 0, "e_above_lowest_kj_mol": 446.8, "lumo_ev": 0.91, "homo_lumo_gap_ev": 9.72, "energy_ha": -382.3324, "e_homo_ev": -8.81, "symbols": ["H", "N", "C", "C", "C", "C", "C", "N", "O", "H", "H", "H", "H", "H", "H", "H", "H", "H", "H", "H"], "coordinates": [[-2.5156, 1.7323, -0.3868], [-2.0372, 0.8580, -0.1313], [-0.7767, 0.8780, -0.3151], [-0.1151, 2.0018, -1.0696], [0.1539, -0.6433, 0.1992], [-0.3948, -1.1725, 1.5052], [-0.0269, -1.5979, -0.9700], [1.4595, -0.1194, 0.2095], [1.6762, 0.6440, 1.3825], [0.4219, 1.6027, -1.9333], [0.5874, 2.5287, -0.4203], [-0.8446, 2.7346, -1.4337], [0.0365, -0.7702, 2.4250], [-0.3149, -2.2600, 1.5791], [-1.4548, -0.9295, 1.6228], [-1.0918, -1.7764, -1.1501], [0.4352, -1.2145, -1.8830], [0.4469, -2.5615, -0.7567], [2.0250, -1.2374, 0.4342], [2.3299, 1.3025, 1.0924]]}



{"formula": "C4H12OS", "method": "the ωB97M-V functional and the def2-TZVPD basis", "smiles": "CCSC.CO", "charge": 0, "e_above_lowest_kj_mol": 126.9, "lumo_ev": 0.95, "homo_lumo_gap_ev": 9.34, "energy_ha": -632.9788, "e_homo_ev": -8.39, "symbols": ["C", "C", "S", "C", "H", "H", "H", "H", "H", "H", "H", "H", "C", "O", "H", "H", "H", "H"], "coordinates": [[1.0189, 0.6050, -1.6734], [0.6562, -0.5399, -0.7215], [1.2661, -0.0972, 0.9925], [2.2453, -1.4210, 1.6530], [0.3337, 0.6322, -2.5196], [2.0777, 0.4637, -1.8459], [0.7911, 1.5602, -1.1953], [-0.3670, -0.8836, -0.6208], [1.2420, -1.4447, -0.8971], [2.7513, -2.1012, 0.9683], [2.9796, -0.8869, 2.2581], [1.6689, -2.0463, 2.3344], [-2.7739, 0.6602, 0.1171], [-2.7820, 2.0705, -0.0533], [-3.6641, 0.3039, 0.6241], [-2.6042, 0.2343, -0.8669], [-1.8693, 0.3893, 0.6815], [-2.9702, 2.5013, 0.7647]]}



{"formula": "C22H23ClN2O4", "method": "the ωB97M-V functional and the def2-TZVPD basis", "charge": 0, "e_above_lowest_kj_mol": 1983.5, "lumo_ev": -0.35, "homo_lumo_gap_ev": 8.05, "energy_ha": -1722.1314, "e_homo_ev": -8.40, "symbols": ["C", "H", "H", "C", "N", "C", "O", "C", "H", "O", "C", "C", "C", "O", "N", "C", "C", "C", "C", "C", "C", "H", "H", "H", "H", "C", "C", "H", "H", "H", "H", "H", "H", "H", "C", "C", "C", "C", "C", "C", "O", "C", "H", "H", "H", "H", "H", "Cl", "H", "H", "H", "H"], "coordinates": [[4.8309, 1.1965, -1.0247], [5.8815, 1.0050, -1.6116], [4.1966, 1.5571, -1.8849], [4.4063, -0.0852, -0.3755], [3.1071, -0.0237, 0.1828], [3.0256, 0.2266, 1.7296], [4.0061, 0.2096, 2.5086], [1.6871, 0.4917, 2.2279], [1.8072, 0.3585, 3.3319], [0.8400, -0.5495, 1.8738], [-0.4964, 0.0308, 1.4828], [-1.1482, 1.1305, 1.4899], [-2.3089, 1.1380, 0.8986], [-2.8704, 2.4849, 1.1579], [-2.9218, 0.2812, 0.1343], [-2.4592, -0.9997, 0.3301], [-3.0107, -2.1820, -0.3981], [-2.5457, -3.3401, -0.3920], [-1.1919, -3.4516, 0.0890], [-0.6517, -2.4928, 0.9017], [-1.1937, -1.2499, 0.7225], [0.2049, -2.6217, 1.4275], [-0.9024, -4.4473, 0.2048], [-3.1061, -4.0289, -0.8023], [-3.9969, -1.6858, -1.1760], [-4.0745, 0.6593, -0.4145], [-5.3653, 0.0736, 0.4306], [-6.2485, 0.6805, -0.1335], [-5.4338, 0.7711, 1.4818], [-5.3539, -0.8455, 0.7254], [-4.1715, 0.2728, -1.4377], [-4.1750, 1.6963, -0.6642], [-0.5746, 1.9083, 2.1368], [1.3296, 1.3611, 2.1527], [1.8993, 0.1974, -0.4781], [1.3265, 1.6856, -0.5676], [0.1860, 1.6086, -1.5780], [-0.3151, 0.5277, -1.8398], [0.3277, -0.6618, -1.9967], [1.3530, -0.7228, -1.1120], [2.2465, -2.0815, -0.8952], [1.6316, -3.0651, -1.5543], [2.3704, -3.9674, -1.4820], [1.7936, -3.0978, -2.8437], [0.6473, -3.3840, -1.6113], [0.1162, -1.6104, -2.5791], [-1.1067, 0.4909, -2.6851], [-0.5249, 2.9720, -1.4752], [1.6918, 2.4356, -0.1801], [4.1137, -0.8336, -0.9796], [5.1110, -0.2479, 0.3731], [4.9291, 2.0729, -0.4738]]}



{"formula": "C27H43Cl2F9MnN3O5Si", "method": "the ωB97M-V functional and the def2-TZVPD basis", "spin_multiplicity": 6, "charge": -1, "e_above_lowest_kj_mol": 0.0, "lumo_ev": [2.57, 2.56], "homo_lumo_gap_ev": [6.46, 7.72], "s_squared": 8.7547, "energy_ha": -4855.0436, "e_homo_ev": [-3.89, -5.16], "symbols": ["C", "C", "H", "H", "H", "C", "C", "H", "H", "H", "H", "Mn", "Cl", "C", "O", "N", "C", "C", "H", "H", "H", "H", "H", "H", "H", "H", "H", "C", "C", "N", "H", "C", "O", "H", "H", "H", "H", "H", "H", "C", "C", "N", "H", "C", "O", "H", "H", "H", "H", "O", "C", "C", "C", "H", "C", "H", "C", "H", "C", "C", "H", "H", "H", "Si", "Cl", "C", "C", "C", "H", "H", "H", "H", "H", "H", "H", "H", "H", "F", "C", "F", "F", "C", "O", "C", "F", "F", "F", "C", "F", "F", "F"], "coordinates": [[-6.7434, 0.3824, -3.5269], [-6.4760, 1.2353, -4.7333], [-7.6018, 0.7739, -2.9637], [-5.8719, 0.3666, -2.8568], [-6.9645, -0.6584, -3.8182], [-7.4271, 1.9365, -5.3826], [-8.8480, 2.0492, -4.9799], [-7.2170, 2.4275, -6.3393], [-8.9739, 2.2794, -3.9138], [-9.3845, 1.1201, -5.2155], [-9.2961, 2.8671, -5.5570], [-1.0816, -0.2869, -1.4446], [-1.8975, -0.6218, -3.4965], [0.9454, 0.6088, -3.4322], [0.6298, 1.0516, -2.2990], [1.5364, 1.3443, -4.3800], [1.7675, 2.7472, -4.0688], [1.5973, 0.8270, -5.7485], [0.7211, -0.4148, -3.7394], [2.3901, 2.7965, -3.1668], [0.8092, 3.2513, -3.8509], [2.2994, 3.1990, -4.9105], [1.9078, -0.2278, -5.7127], [2.3339, 1.3830, -6.3408], [0.6012, 0.8657, -6.2272], [3.2849, 1.5128, 0.7270], [3.7211, -0.6986, 1.7056], [2.2881, 1.5325, 1.1907], [2.7054, -0.7422, 2.1205], [1.8259, 0.1581, 1.3699], [1.5884, 2.0992, 0.5727], [0.6043, -0.2426, 1.0248], [-0.2167, 0.4360, 0.3434], [2.3323, -1.7648, 2.0279], [0.3523, -1.2521, 1.3944], [2.3913, 2.0166, 2.1739], [2.7336, -0.4601, 3.1833], [-4.1303, 0.9811, 2.8507], [-4.3699, 2.0292, 0.1292], [-4.0513, 2.0735, 2.9805], [-4.2209, 2.9666, 0.6879], [-3.4053, 2.6991, 1.8443], [-3.4650, 2.2986, 3.8818], [-2.0634, 2.9019, 1.8412], [-1.4180, 3.5298, 1.0036], [-3.7566, 3.7206, 0.0520], [-1.5691, 2.4274, 2.7152], [-5.0671, 2.4780, 3.0774], [-5.1941, 3.3233, 1.0280], [-4.2393, 1.7362, -4.0177], [-5.0128, 1.3554, -5.1703], [-5.2089, 3.6564, -6.0556], [-4.8639, 2.3323, -6.3304], [-5.5149, 3.8961, -5.0257], [-5.1798, 4.6296, -7.0572], [-4.6531, 0.3616, -5.4681], [-4.4840, 1.9705, -7.6328], [-5.3251, 5.6768, -6.7818], [-5.0271, 4.2247, -8.3875], [-4.6346, 2.9097, -8.6651], [-4.0962, 0.9656, -7.8128], [-5.2102, 4.9431, -9.1889], [-4.4632, 2.6087, -9.7000], [-2.9544, 2.8290, -3.8800], [-3.2159, 0.1721, -0.8082], [-3.5579, 4.6278, -3.6942], [-1.8022, 2.5395, -5.3251], [-2.0820, 2.6769, -2.2537], [-3.7944, 5.1810, -4.6153], [-2.7189, 5.1363, -3.1891], [-4.4363, 4.6669, -3.0302], [-2.8089, 2.2654, -1.5395], [-1.7124, 3.6200, -1.8332], [-1.2012, 2.0230, -2.2955], [-2.2676, 2.7946, -6.2904], [-1.5517, 1.4640, -5.3350], [-0.8851, 3.1455, -5.2173], [3.1901, -2.0316, -1.7076], [2.3750, -2.9930, -1.2019], [2.8953, -4.2121, -1.5065], [2.4521, -2.8764, 0.1526], [0.9027, -2.7812, -1.7055], [0.5600, -1.4977, -1.4912], [0.9500, -3.1729, -3.2490], [1.4632, -4.4111, -3.4892], [-0.2678, -3.1073, -3.8244], [1.7468, -2.2712, -3.9089], [-0.1124, -3.6837, -0.8707], [0.3158, -4.9632, -0.7320], [-0.2748, -3.1515, 0.3855], [-1.3376, -3.6736, -1.4581]]}



Q: Which formula does entry 4 have?
A: C27H43Cl2F9MnN3O5Si